10
Properties=species:S:1:pos:R:3 method="wB97M-V/def2-TZVPD" de_lowest_ev=2.509 e_homo_ev=-9.87 lumo_ev=0.01 homo_lumo_gap_ev=9.8835
O 2.143 -0.412 -0.160
C 1.053 -0.087 -0.560
C 0.452 1.250 -0.245
N -0.470 1.207 0.637
N -0.974 -0.109 0.901
C -0.894 -0.983 -0.213
N 0.083 -0.977 -1.034
H -0.429 -0.493 1.667
H 0.802 2.213 -0.605
H -1.766 -1.608 -0.388

=====

30
Properties=species:S:1:pos:R:3 method="wB97M-V/def2-TZVPD" e_homo_ev=-9.70 lumo_ev=-0.30 homo_lumo_gap_ev=9.4012
O -3.112 1.837 1.620
C -2.395 1.385 0.767
O -2.718 1.580 -0.552
N -1.192 0.640 1.116
Br 0.017 0.663 -0.336
C -1.683 -0.709 1.375
C -1.926 -1.620 0.354
C -2.420 -2.823 0.769
C -2.670 -3.134 2.080
N -2.405 -2.277 3.053
C -1.929 -1.117 2.657
H -2.837 0.731 -0.996
H -1.734 -1.394 -0.685
H -2.654 -3.568 0.015
H -3.085 -4.102 2.330
H -1.706 -0.392 3.438
C 1.261 2.905 -3.896
N 1.038 1.535 -3.362
O 2.006 0.919 -2.961
O -0.100 1.128 -3.357
H 2.319 3.132 -3.835
H 0.920 2.912 -4.927
H 0.679 3.590 -3.287
C 3.853 0.342 0.993
N 3.650 -1.029 1.537
O 4.630 -1.637 1.912
O 2.512 -1.438 1.565
H 4.911 0.574 1.029
H 3.487 0.344 -0.030
H 3.282 1.026 1.613

=====

24
Properties=species:S:1:pos:R:3 method="wB97M-V/def2-TZVPD" de_lowest_ev=0.379 e_homo_ev=-10.21 lumo_ev=0.72 homo_lumo_gap_ev=10.9357
C 1.385 -0.342 -1.258
C 2.493 -0.911 -2.158
C 0.897 -1.451 -0.324
N 0.092 -2.376 -0.880
O 1.853 0.727 -0.484
O 1.257 -1.486 0.833
H 2.062 0.360 0.392
H 0.557 0.029 -1.875
H -0.224 -2.305 -1.830
H -0.245 -3.135 -0.310
H 2.106 -1.698 -2.800
H 3.295 -1.312 -1.543
H 2.896 -0.112 -2.775
C -1.414 1.054 0.845
C -1.053 0.580 2.247
C -2.492 2.131 0.871
H -0.521 1.447 0.357
H -1.768 0.203 0.257
H -0.284 -0.187 2.204
H -1.927 0.167 2.748
H -0.678 1.411 2.842
H -2.739 2.456 -0.137
H -3.397 1.754 1.343
H -2.148 2.995 1.435

=====

17
Properties=species:S:1:pos:R:3 method="wB97M-V/def2-TZVPD" de_lowest_ev=1.580 e_homo_ev=-8.91 lumo_ev=0.72 homo_lumo_gap_ev=9.6329
B 0.746 -0.314 0.165
C -2.330 1.069 0.142
C -1.087 1.308 -0.283
C 1.865 -0.081 -0.961
C -0.023 -1.662 0.641
C -0.011 1.061 0.678
H -3.107 1.274 -0.585
H -2.589 0.485 0.990
H -0.928 1.547 -1.358
H 2.864 0.347 -0.591
H 1.246 0.512 -1.549
H 2.147 -1.031 -1.428
H 0.340 -2.625 0.145
H -1.008 -1.481 0.348
H -0.227 -1.876 1.698
H 0.870 1.878 0.707
H -0.412 1.094 1.625

=====

23
Properties=species:S:1:pos:R:3 method="wB97M-V/def2-TZVPD" de_lowest_ev=0.661 e_homo_ev=-8.98 lumo_ev=1.02 homo_lumo_gap_ev=9.9969
C 2.705 -1.720 1.089
C -1.002 -1.055 -0.860
C -0.967 -1.981 0.179
C 0.102 -0.250 -1.177
C 0.263 -2.170 0.853
C 1.321 -0.514 -0.596
C 1.366 -1.478 0.432
H -1.872 -0.937 -1.493
H -1.913 -2.439 0.397
H -0.037 0.430 -2.010
H 0.373 -2.858 1.677
H 2.181 0.096 -0.834
H 2.585 -2.173 2.073
H 3.325 -0.825 1.071
H 3.248 -2.466 0.491
C -1.397 2.636 0.606
C -1.574 2.522 -0.886
H -2.134 3.189 1.177
H -1.411 1.615 1.018
H -0.360 2.903 0.842
H -1.200 1.594 -1.289
H -1.022 3.278 -1.460
H -2.582 2.603 -1.303

=====

112
Properties=species:S:1:pos:R:3 method="wB97M-V/def2-TZVPD" de_lowest_ev=0.000 e_homo_ev=-9.23 lumo_ev=0.22 homo_lumo_gap_ev=9.4509
C 1.318 3.381 2.443
O 0.380 3.749 1.749
N 2.377 4.163 2.743
C 3.496 3.639 3.509
C 2.518 5.539 2.340
H 1.458 2.390 2.899
H 3.675 4.252 4.396
H 4.401 3.538 2.910
H 3.232 2.646 3.872
H 3.507 5.667 1.895
H 1.812 5.731 1.529
H 2.337 6.255 3.141
C -5.067 1.755 1.545
O -5.118 0.586 1.862
N -4.972 2.204 0.267
C -4.921 3.633 0.032
C -4.833 1.383 -0.902
H -5.067 2.601 2.247
H -4.742 4.264 0.895
H -5.818 3.967 -0.505
H -4.153 3.859 -0.720
H -5.073 0.334 -0.751
H -5.534 1.713 -1.672
H -3.803 1.399 -1.269
C -0.242 -3.727 0.799
O -0.388 -2.790 0.024
N 0.042 -4.989 0.445
C 0.177 -5.452 -0.910
C 0.390 -5.997 1.462
H -0.224 -3.573 1.890
H 1.134 -5.954 -1.062
H 0.038 -4.659 -1.644
H -0.593 -6.180 -1.196
H -0.504 -6.563 1.715
H 1.238 -6.592 1.141
H 0.725 -5.451 2.347
C 3.348 -3.876 -2.666
O 4.125 -4.771 -2.921
N 2.315 -3.514 -3.458
C 1.427 -2.448 -3.064
C 2.031 -4.119 -4.739
H 3.405 -3.292 -1.739
H 1.379 -1.649 -3.808
H 1.712 -1.980 -2.121
H 0.410 -2.811 -2.880
H 1.797 -3.324 -5.446
H 2.844 -4.712 -5.152
H 1.194 -4.817 -4.629
C -4.310 0.626 -4.770
O -5.142 1.499 -4.898
N -3.019 0.821 -4.455
C -2.408 2.099 -4.245
C -2.086 -0.290 -4.354
H -4.598 -0.430 -4.833
H -1.903 2.295 -3.302
H -3.171 2.883 -4.280
H -1.729 2.342 -5.067
H -1.323 -0.119 -5.119
H -1.628 -0.429 -3.372
H -2.398 -1.324 -4.529
C 3.651 -0.071 1.466
O 3.590 1.050 1.931
N 2.684 -1.008 1.526
C 2.891 -2.388 1.097
C 1.375 -0.721 2.076
H 4.512 -0.417 0.871
H 2.289 -2.552 0.200
H 2.405 -2.950 1.901
H 3.942 -2.617 0.964
H 0.575 -0.970 1.374
H 1.222 -1.418 2.908
H 1.191 0.296 2.397
C 5.299 3.495 0.089
O 6.235 4.157 0.486
N 4.271 4.022 -0.623
C 3.193 3.216 -1.115
C 4.233 5.421 -0.942
H 5.188 2.421 0.276
H 3.166 2.167 -0.819
H 3.159 3.179 -2.213
H 2.200 3.610 -0.868
H 3.693 6.089 -0.267
H 5.261 5.789 -0.932
H 3.855 5.612 -1.948
C -2.139 -1.237 3.666
O -2.238 -2.356 3.207
N -1.270 -0.939 4.664
C -0.966 0.458 4.949
C -0.413 -1.913 5.262
H -2.694 -0.361 3.313
H -0.920 0.589 6.032
H -1.750 1.124 4.591
H -0.015 0.761 4.506
H -0.262 -1.692 6.321
H -0.894 -2.890 5.190
H 0.582 -2.036 4.818
Cl -4.800 -3.953 0.505
C -3.766 -2.506 0.243
C -3.387 -2.316 -1.201
Cl -4.680 -1.691 -2.267
H -2.892 -2.565 0.886
H -4.336 -1.648 0.601
H -2.991 -3.229 -1.648
H -2.542 -1.636 -1.321
Cl 0.566 1.198 -2.625
C 0.203 0.728 -0.919
C -0.962 1.566 -0.473
Cl -1.528 0.968 1.111
H 1.090 0.977 -0.341
H -0.041 -0.331 -0.936
H -1.759 1.509 -1.215
H -0.752 2.630 -0.377

=====

15
Properties=species:S:1:pos:R:3 method="wB97M-V/def2-TZVPD" de_lowest_ev=1.894 e_homo_ev=-9.12 lumo_ev=0.73 homo_lumo_gap_ev=9.8498
C 0.034 -2.222 -0.451
C 1.093 -1.393 -0.473
N 0.705 -0.108 -0.874
C -0.570 -0.226 -1.073
N -1.029 -1.515 -0.932
H -0.079 -3.289 -0.150
H 2.056 -1.557 0.033
H -1.277 0.421 -1.778
H -2.030 -1.855 -0.986
H 0.626 1.900 2.638
H -0.296 1.243 1.806
O 0.355 0.927 2.474
H 0.716 2.183 0.197
H -0.178 2.842 -0.702
O -0.126 2.649 0.269

=====

69
Properties=species:S:1:pos:R:3 method="wB97M-V/def2-TZVPD" e_homo_ev=-9.49 lumo_ev=0.36 homo_lumo_gap_ev=9.8468
C -4.689 3.190 1.579
C -4.306 2.704 0.191
C -5.475 3.253 -0.626
O -5.801 4.511 -0.016
C -5.176 4.597 1.256
H -3.870 3.207 2.298
H -5.502 2.567 1.963
H -4.100 1.644 0.081
H -3.411 3.240 -0.143
H -6.367 2.629 -0.507
H -5.216 3.414 -1.670
H -5.876 5.002 1.989
H -4.313 5.277 1.239
C -0.586 -6.372 -0.612
C 0.120 -5.229 0.171
C 0.937 -4.492 -0.884
O 1.223 -5.466 -1.879
C 0.156 -6.374 -1.959
H -1.616 -6.040 -0.729
H -0.510 -7.305 -0.064
H 0.732 -5.600 0.994
H -0.633 -4.591 0.637
H 1.893 -4.139 -0.508
H 0.329 -3.682 -1.300
H 0.523 -7.369 -2.227
H -0.536 -6.145 -2.783
C 0.418 4.268 0.982
C -0.887 4.801 0.454
C -0.480 6.219 0.087
O 0.327 6.639 1.200
C 0.934 5.488 1.779
H 1.125 4.079 0.168
H 0.404 3.358 1.582
H -1.641 4.868 1.244
H -1.358 4.348 -0.421
H -1.303 6.922 -0.020
H 0.145 6.229 -0.813
H 0.636 5.424 2.827
H 2.021 5.529 1.685
C 3.983 -3.496 -2.480
C 3.782 -2.076 -2.016
O 4.553 -1.182 -2.833
O 5.399 -3.707 -2.549
H 3.494 -3.713 -3.432
H 3.576 -4.170 -1.717
H 4.150 -1.981 -0.987
H 2.738 -1.790 -2.090
H 5.404 -1.626 -2.932
H 5.545 -4.610 -2.846
C -0.032 0.226 0.381
Cl 0.606 -1.060 -0.654
Cl -1.268 1.153 -0.458
H -0.391 -0.129 1.341
H 0.799 0.894 0.583
C 5.265 0.733 -0.198
Cl 5.910 -0.034 1.268
Cl 3.612 1.293 0.031
H 5.885 1.595 -0.412
H 5.297 0.019 -1.012
C 2.547 -1.763 2.656
Cl 1.328 -3.037 2.669
Cl 1.877 -0.235 3.239
H 3.371 -2.037 3.304
H 2.926 -1.606 1.651
C -3.633 -1.555 0.394
Cl -3.586 -3.318 0.674
Cl -5.239 -0.886 0.507
H -3.044 -1.156 1.214
H -3.127 -1.350 -0.541

=====

87
Properties=species:S:1:pos:R:3 method="wB97M-V/def2-TZVPD" e_homo_ev="-9.69 / -9.69" charge=+1 lumo_ev="-5.07 / -4.77" homo_lumo_gap_ev="4.6219 / 4.9201" s2=0.773 spin_multiplicity=2
Re 0.300 2.978 -0.151
C -0.592 1.502 3.306
C 0.376 2.603 3.108
N 0.844 3.002 1.930
C 1.757 4.004 2.178
C 1.837 4.206 3.532
N 0.951 3.321 4.089
C 2.603 5.165 4.386
O 3.517 5.884 3.784
O 2.350 5.224 5.561
C 2.466 4.597 1.003
O 3.479 5.285 1.203
O 1.987 4.288 -0.115
H -0.832 1.063 2.340
H -1.505 1.879 3.760
H -0.176 0.728 3.949
H 0.784 3.286 5.085
H 3.601 5.729 2.796
Se -5.721 -0.577 -1.425
P -3.857 -1.322 -0.755
C -4.031 -2.248 0.797
C -3.521 -1.772 1.999
C -3.756 -2.477 3.166
C -4.489 -3.651 3.133
C -5.013 -4.116 1.935
C -4.802 -3.406 0.769
C -3.124 -2.408 -2.028
C -2.977 -1.842 -3.292
C -2.585 -2.627 -4.359
C -2.347 -3.980 -4.171
C -2.486 -4.542 -2.913
C -2.881 -3.763 -1.839
C -2.741 0.049 -0.422
C -1.379 0.368 -0.469
N -1.315 1.694 -0.133
N -2.538 2.122 0.093
N -3.390 1.174 -0.079
P 0.174 -0.503 -0.639
Se 1.798 0.998 -0.573
C 0.266 -1.415 -2.197
C 0.646 -2.751 -2.238
C 0.857 -3.354 -3.464
C 0.710 -2.627 -4.634
C 0.344 -1.290 -4.588
C 0.125 -0.678 -3.369
C 0.243 -1.693 0.724
C -0.671 -2.739 0.771
C -0.607 -3.651 1.806
C 0.365 -3.516 2.787
C 1.268 -2.467 2.744
C 1.208 -1.550 1.711
H -2.952 -0.853 2.018
H -3.366 -2.104 4.102
H -4.662 -4.201 4.045
H -5.591 -5.027 1.913
H -5.239 -3.734 -0.167
H -3.206 -0.792 -3.428
H -2.481 -2.188 -5.339
H -2.065 -4.599 -5.008
H -2.307 -5.596 -2.766
H -3.017 -4.218 -0.867
H 0.793 -3.306 -1.323
H 1.165 -4.387 -3.499
H 0.906 -3.098 -5.585
H 0.252 -0.719 -5.498
H -0.132 0.374 -3.308
H -1.415 -2.833 -0.005
H -1.312 -4.465 1.850
H 0.418 -4.233 3.591
H 2.019 -2.359 3.512
H 1.909 -0.727 1.648
C -1.784 4.349 -1.940
O -0.596 4.072 -1.319
H -1.795 3.892 -2.936
H -1.902 5.434 -2.056
H -2.626 3.959 -1.347
C 7.799 2.433 -0.447
N 6.505 2.301 -1.078
C 5.488 3.159 -0.965
N 5.604 4.266 -0.248
S 4.055 2.810 -1.799
H 8.323 1.486 -0.539
H 7.687 2.662 0.615
H 8.399 3.215 -0.920
H 6.365 1.533 -1.714
H 6.463 4.493 0.224
H 4.780 4.821 -0.015

=====

17
Properties=species:S:1:pos:R:3 method="wB97M-V/def2-TZVPD" de_lowest_ev=3.392 e_homo_ev="-15.07 / -14.58" charge=+1 lumo_ev="-4.61 / -9.50" homo_lumo_gap_ev="10.4542 / 5.0782" s2=0.766 spin_multiplicity=2
O 1.469 0.680 1.607
C 0.777 0.620 0.580
N 0.874 -0.336 -0.413
C -0.229 -1.133 -0.858
N -0.341 -1.820 -2.288
C -0.437 1.453 0.456
C -1.637 0.839 1.223
H 1.706 -0.853 -0.165
H -0.485 -1.934 -0.239
H -0.981 -0.251 -0.976
H 0.161 -1.288 -3.062
H 0.140 -2.740 -2.290
H -0.780 1.575 -0.562
H -0.139 2.517 0.974
H -1.409 0.647 2.245
H -2.591 1.425 1.253
H -1.941 -0.122 0.472

=====

90
Properties=species:S:1:pos:R:3 method="wB97M-V/def2-TZVPD" de_lowest_ev=0.497 e_homo_ev="-19.57 / -19.73" charge=+4 lumo_ev="-12.37 / -13.50" homo_lumo_gap_ev="7.2026 / 6.2306" s2=0.759 spin_multiplicity=2
Ti 1.209 -1.668 -2.415
C 2.105 3.600 -2.602
C 1.051 2.857 -1.843
C 0.002 3.476 -1.208
C -0.992 2.754 -0.497
N -0.909 1.442 -0.387
N 0.142 0.850 -0.968
B 0.354 -0.585 -0.537
N 1.546 -0.727 0.429
N 1.648 0.328 1.247
C 2.575 0.287 2.184
C 3.427 -0.841 2.300
C 3.352 -1.902 1.432
C 4.249 -3.099 1.509
C 2.351 -1.782 0.448
S 2.091 -3.023 -0.789
C 2.705 1.475 3.116
C 2.459 0.987 4.554
C 4.138 2.017 2.988
C 1.703 2.567 2.757
N -0.889 -1.325 -0.057
N -1.119 -1.169 1.251
C -2.180 -1.774 1.754
C -3.015 -2.560 0.918
C -2.770 -2.718 -0.423
C -3.633 -3.538 -1.329
C -1.621 -2.051 -0.885
S -1.068 -2.091 -2.561
C -2.491 -1.593 3.226
C -1.346 -0.890 3.947
C -3.778 -0.755 3.329
C -2.734 -2.975 3.852
C 1.068 1.459 -1.705
S 2.286 0.404 -2.411
C -2.160 3.462 0.154
C -2.965 2.504 1.025
C -1.616 4.613 1.017
C -3.043 4.023 -0.974
H 1.825 4.643 -2.724
H 3.056 3.564 -2.066
H 2.264 3.174 -3.593
H -0.086 4.554 -1.254
H 4.179 -0.848 3.079
H 5.065 -2.919 2.205
H 3.691 -3.969 1.859
H 4.680 -3.339 0.537
H 3.202 0.257 4.876
H 2.530 1.837 5.231
H 1.466 0.551 4.666
H 4.894 1.290 3.285
H 4.355 2.347 1.970
H 4.249 2.877 3.648
H 0.674 2.209 2.764
H 1.788 3.368 3.490
H 1.914 2.992 1.773
H -3.865 -3.059 1.364
H -4.462 -3.968 -0.773
H -4.048 -2.929 -2.132
H -3.062 -4.353 -1.777
H -1.019 0.017 3.441
H -1.680 -0.615 4.947
H -0.484 -1.554 4.055
H -3.644 0.242 2.909
H -4.620 -1.235 2.829
H -4.041 -0.649 4.381
H -1.896 -3.654 3.685
H -2.845 -2.850 4.929
H -3.648 -3.451 3.498
H -2.376 2.139 1.868
H -3.827 3.040 1.420
H -3.333 1.644 0.466
H -0.853 4.268 1.717
H -1.207 5.432 0.425
H -2.436 5.027 1.602
H -3.466 3.224 -1.584
H -3.867 4.582 -0.532
H -2.499 4.709 -1.625
N 0.250 -2.375 -8.263
C 1.167 -2.602 -7.080
C 0.609 -2.001 -5.785
N 1.527 -2.283 -4.641
H 0.643 -2.808 -9.109
H 0.120 -1.381 -8.479
H -0.680 -2.788 -8.131
H 2.124 -2.159 -7.358
H 1.296 -3.683 -7.007
H -0.369 -2.422 -5.543
H 0.498 -0.918 -5.865
H 2.454 -1.911 -4.865
H 1.663 -3.296 -4.579

=====

| no. | F_max (hartree/bohr) |
| --- | --- |
| 1 | 0.013 |
| 2 | 0.046 |
| 3 | 0.010 |
| 4 | 0.105 |
| 5 | 0.035 |
| 6 | 0.039 |
| 7 | 0.089 |
| 8 | 0.025 |
| 9 | 0.059 |
| 10 | 0.123 |
| 11 | 0.037 |